Record 1
ORCA calculation (ωB97M-V with the def2-TZVPD basis set) on a structure of composition C26H48BiCl3N5O3PSi in a non-equilibrium geometry.

The geometry in ORCA input format:
```
! RIJCOSX wB97M-V def2-TZVPD def2/J DEFGRID3
* xyz 0 1
C 1.702 -0.842 -4.282
C 1.208 0.547 -4.033
H 1.571 -1.128 -5.328
H 1.164 -1.552 -3.634
H 2.774 -0.927 -4.038
C 0.617 1.328 -4.952
C 0.409 0.947 -6.374
H 0.254 2.318 -4.662
H 0.370 -0.140 -6.517
H 1.208 1.340 -7.017
H -0.532 1.368 -6.742
Bi 0.323 -0.657 0.184
Cl 2.858 -0.199 0.344
Cl -0.151 -2.839 -0.943
C 0.677 2.755 1.003
O -0.149 1.811 0.950
N 0.328 4.008 1.305
C -1.057 4.391 1.573
C 1.286 5.103 1.279
H 1.757 2.600 0.802
H -1.676 3.502 1.704
H -1.445 4.997 0.743
H -1.071 4.996 2.486
H 2.274 4.720 1.001
H 1.336 5.567 2.274
H 0.973 5.857 0.543
H -1.497 -1.099 -3.387
H -2.229 1.673 -3.805
C -2.490 -1.075 -2.910
C -3.111 1.300 -3.257
N -2.742 0.238 -2.334
H -2.531 -1.839 -2.133
C -2.597 0.478 -1.022
O -2.190 -0.382 -0.200
H -3.561 2.128 -2.695
H -2.872 1.495 -0.693
H -3.257 -1.254 -3.677
H -3.831 0.900 -3.984
O 0.377 0.174 -1.905
C 1.293 0.969 -2.575
C -0.131 3.080 -2.195
C 1.116 2.474 -2.317
H -1.019 2.441 -2.149
C -0.233 4.473 -2.150
H 2.314 0.715 -2.247
C 2.274 3.257 -2.263
H -1.217 4.936 -2.096
C 0.923 5.261 -2.205
C 2.180 4.650 -2.237
H 3.245 2.746 -2.283
H 0.836 6.347 -2.225
H 3.093 5.254 -2.258
Si 0.586 -6.046 -0.590
Cl 1.067 -5.261 -2.483
C -1.232 -5.869 -0.170
C 1.687 -5.267 0.705
C 1.024 -7.889 -0.727
H -1.584 -4.843 -0.324
H -1.393 -6.124 0.887
H -1.853 -6.547 -0.768
H 0.334 -8.434 -1.384
H 0.990 -8.365 0.266
H 2.036 -8.025 -1.129
H 1.550 -4.183 0.737
H 2.745 -5.470 0.475
H 1.482 -5.685 1.699
C 0.763 -0.703 6.133
N 0.713 0.510 5.287
C -0.651 1.075 5.317
N -1.677 0.103 4.881
C -1.602 -1.107 5.727
N -0.249 -1.713 5.739
C 0.076 -2.329 4.457
P 0.083 -1.039 3.103
C 1.170 0.241 3.925
C -1.559 -0.222 3.458
H 0.556 -0.405 7.173
H 1.761 -1.156 6.044
H -0.690 1.953 4.660
H -0.877 1.361 6.357
H -2.313 -1.850 5.344
H -1.850 -0.817 6.761
H 1.072 -2.795 4.497
H -0.668 -3.097 4.201
H 1.156 1.161 3.329
H 2.199 -0.148 3.938
H -2.358 -0.916 3.163
H -1.645 0.687 2.845
*
```

Output
ΔE to the lowest compared entry with this formula, charge and spin   0.0 kcal per mole


Record 2
ORCA calculation (ωB97M-V with the def2-TZVPD basis set) on a structure of composition C4H5NO3S in a non-equilibrium geometry.

The geometry in ORCA input format:
```
! RIJCOSX wB97M-V def2-TZVPD def2/J DEFGRID3
* xyz 0 1
C -1.970 -1.396 -0.020
C -0.911 -2.160 -0.138
C 0.277 -1.561 -0.516
C -0.241 2.441 0.305
N 1.383 -1.259 -0.784
O -1.381 2.041 -0.013
O 2.315 0.697 1.255
O 3.014 1.079 -1.006
S 2.992 0.155 0.056
H -2.918 -1.870 0.414
H -2.118 -0.324 -0.372
H -0.982 -3.189 -0.232
H -0.059 3.510 0.362
H 0.599 1.837 0.688
*
```

Output
ΔE to the lowest compared entry with this formula, charge and spin   64.7 kcal per mole


Record 3
ORCA calculation (ωB97M-V with the def2-TZVPD basis set) on a cluster of 3 separate species, C29H58ClIN2O12P3 in total in a non-equilibrium geometry.

The geometry in ORCA input format:
```
! RIJCOSX wB97M-V def2-TZVPD def2/J DEFGRID3
* xyz 1 1
C -2.033 0.848 3.041
C -0.923 -0.200 3.188
C 0.386 0.312 2.554
Cl 0.368 0.166 0.770
C 1.648 -0.260 3.150
C 2.708 0.587 3.462
C 2.652 2.073 3.168
C 2.171 2.929 4.339
O 1.424 3.836 4.169
I 2.911 2.485 6.311
C 3.868 0.082 4.028
C 3.951 -1.271 4.304
C 2.897 -2.092 3.988
P 3.077 -3.867 4.407
N 1.774 -4.605 4.759
O 4.129 -3.805 5.620
O 3.888 -4.412 3.165
N 1.796 -1.581 3.404
O 0.809 -2.461 3.095
C 0.763 -2.841 1.667
C 0.786 -4.346 1.519
C -0.515 -4.994 2.051
C 1.190 -4.822 0.111
C 0.594 -4.076 -1.102
C 1.405 -2.816 -1.506
C -0.909 -3.746 -0.997
H -1.646 1.866 2.982
H -2.765 0.777 3.842
H -2.582 0.684 2.113
H -1.234 -1.076 2.624
H -0.740 -0.473 4.227
H 0.387 1.382 2.725
H 3.672 2.391 2.943
H 2.051 2.243 2.280
H 4.699 0.737 4.250
H 4.851 -1.670 4.747
H 1.750 -4.989 5.695
H 3.836 -4.402 6.319
H 3.980 -5.376 3.204
H 1.618 -2.389 1.170
H -0.169 -2.449 1.271
H 1.562 -4.708 2.194
H -0.922 -5.702 1.331
H -0.310 -5.578 2.948
H -1.263 -4.254 2.340
H 2.277 -4.686 0.040
H 1.033 -5.897 0.031
H 0.694 -4.753 -1.951
H 2.231 -2.600 -0.829
H 0.756 -1.953 -1.649
H 1.860 -2.986 -2.483
H -1.067 -2.706 -0.704
H -1.485 -4.438 -0.391
H -1.322 -3.808 -2.007
O 0.180 7.571 0.930
P 0.432 8.568 1.987
O -0.369 8.138 3.313
C -0.003 6.939 4.000
C 1.273 7.094 4.805
O -0.458 9.849 1.525
C -0.962 9.968 0.193
C -2.408 9.526 0.118
O 1.547 9.464 2.698
C 2.362 10.365 1.904
C 1.828 11.783 1.972
H 0.089 6.118 3.283
H -0.833 6.706 4.667
H 2.136 7.233 4.149
H 1.447 6.207 5.415
H 1.221 7.968 5.454
H -0.344 9.408 -0.509
H -0.884 11.022 -0.082
H -2.539 8.534 0.550
H -2.753 9.506 -0.917
H -3.043 10.210 0.682
H 2.433 10.013 0.873
H 3.360 10.328 2.336
H 1.065 11.959 1.217
H 2.632 12.496 1.785
H 1.383 11.986 2.945
O -1.180 -3.901 -6.227
P -2.489 -4.436 -6.679
O -3.431 -4.522 -5.357
C -3.946 -3.326 -4.777
C -5.102 -2.758 -5.580
O -2.067 -6.030 -6.787
C -0.708 -6.442 -6.903
C -0.152 -6.870 -5.560
O -3.689 -4.735 -7.713
C -3.404 -5.146 -9.077
C -3.523 -6.650 -9.232
H -3.141 -2.590 -4.675
H -4.290 -3.580 -3.775
H -4.767 -2.404 -6.557
H -5.561 -1.920 -5.053
H -5.856 -3.524 -5.756
H -0.096 -5.656 -7.346
H -0.690 -7.288 -7.595
H -0.317 -6.101 -4.805
H 0.918 -7.072 -5.630
H -0.655 -7.774 -5.214
H -2.422 -4.787 -9.391
H -4.150 -4.656 -9.700
H -2.590 -7.152 -8.989
H -3.761 -6.901 -10.266
H -4.293 -7.050 -8.575
*
```


Record 4
ORCA calculation (ωB97M-V with the def2-TZVPD basis set) on an isolated molecule of C6H8N2 in a non-equilibrium geometry.

The geometry in ORCA input format:
```
! RIJCOSX wB97M-V def2-TZVPD def2/J DEFGRID3
* xyz 0 1
C 1.912 -0.121 0.034
C 1.109 1.147 -0.039
C -0.309 0.618 -0.316
C -1.596 1.107 -0.042
C -2.275 -0.119 0.047
C -1.444 -1.203 -0.133
H 2.847 -0.265 0.709
H 2.365 -0.564 -1.025
H 1.722 2.032 -0.567
H 0.828 1.162 1.255
H -1.817 2.179 0.118
H -3.421 -0.170 0.481
H -1.669 -2.198 0.186
H 1.053 -1.708 -0.650
N -0.244 -0.685 -0.281
N 0.938 -1.211 0.225
*
```

Output
SMILES   c1cc2n(c1)NCC2
ΔE to the lowest compared entry with this formula, charge and spin   111.8 kcal per mole


The gap between HOMO and LUMO results, record by record, are as follows: 0.29295, 0.34489, 0.25901, 0.32179 Ha.